# 1
Here is C2H3N3O in the gas phase from OMol25. Energies are from ωB97M-V with the def2-TZVPD basis set.

XYZ file:
```
9
Properties=species:S:1:pos:R:3:lowdin_charge:R:1
N -0.53 -1.21 1.05 0.03
C -0.19 -0.38 0.11 -0.46
C -0.06 0.06 -1.21 -0.01
O 0.57 1.28 -1.18 -0.02
N 0.85 1.66 0.05 0.09
N 0.40 0.69 0.77 0.06
H 0.27 0.28 1.75 0.19
H -0.99 -2.08 0.84 0.02
H -0.32 -0.31 -2.19 0.11
```

E_tot in Eh: -317.358237
ΔE to the lowest compared entry with this formula, charge and spin in eV: 4.737



# 2
Here is C2H3N3O in the gas phase from OMol25. Energies are from ωB97M-V with the def2-TZVPD basis set.

XYZ file:
```
9
Properties=species:S:1:pos:R:3:lowdin_charge:R:1
C 1.62 -0.06 -0.08 -0.31
C -1.32 -0.10 0.36 -0.21
N 0.78 -1.15 0.08 0.01
N -0.43 -0.86 0.18 0.02
N 1.32 1.12 0.18 0.11
O -2.47 0.18 -0.06 0.12
H 2.58 -0.39 -0.28 0.07
H 0.49 1.30 0.66 0.00
H -2.56 -0.04 -1.06 0.19
```

E_tot in Eh: -317.361404
ΔE to the lowest compared entry with this formula, charge and spin in eV: 4.651



# 3
Here is a molecular structure, C2H3N3O from OMol25. Energies are from ωB97M-V with the def2-TZVPD basis set.

XYZ file:
```
9
Properties=species:S:1:pos:R:3:lowdin_charge:R:1
N 1.26 -0.04 0.68 0.19
C 0.45 0.07 -0.38 -0.53
C -0.95 -0.09 -0.55 -0.11
N -1.83 -0.12 0.39 -0.15
N -2.69 -0.14 1.14 0.19
O 0.89 0.40 -1.54 -0.01
H 2.26 0.08 0.53 0.12
H 0.95 -0.47 1.53 0.11
H -0.35 0.30 -1.79 0.19
```

E_tot in Eh: -317.399555
ΔE to the lowest compared entry with this formula, charge and spin in eV: 3.613



# 4
Here is a molecular structure, C2H3N3O from OMol25. Energies are from ωB97M-V with the def2-TZVPD basis set.

XYZ file:
```
9
Properties=species:S:1:pos:R:3:lowdin_charge:R:1
O -1.53 0.69 0.02 -0.06
C -0.79 -0.69 0.88 -0.16
N 0.42 -0.20 1.39 0.00
N 1.15 0.10 0.34 0.01
C 0.59 -0.10 -0.84 -0.16
N -0.66 -0.58 -0.62 -0.01
H -2.42 0.30 0.00 0.10
H 2.10 0.43 0.50 0.17
H 1.07 0.09 -1.79 0.12
```

E_tot in Eh: -317.270183
ΔE to the lowest compared entry with this formula, charge and spin in eV: 7.133



# 5
Here is C2H3N3O in the gas phase from OMol25. Energies are from ωB97M-V with the def2-TZVPD basis set.

XYZ file:
```
9
Properties=species:S:1:pos:R:3:lowdin_charge:R:1
N 1.17 1.22 -0.15 0.07
C 0.13 0.32 -0.16 -0.51
N 0.05 -0.56 0.95 0.16
C -0.91 -1.30 0.56 -0.25
O -1.29 -1.10 -0.65 -0.01
N -0.55 -0.04 -1.18 0.13
H 1.55 1.72 -1.12 0.18
H 1.34 1.74 0.74 0.10
H -1.50 -2.01 1.02 0.12
```

E_tot in Eh: -317.460973
ΔE to the lowest compared entry with this formula, charge and spin in eV: 1.941
SMILES: Nc1ncon1



# 6
Here is C2H3N3O in the gas phase from OMol25. Energies are from ωB97M-V with the def2-TZVPD basis set.

XYZ file:
```
9
Properties=species:S:1:pos:R:3:lowdin_charge:R:1
O 2.12 -0.31 -0.35 0.09
C 0.81 -0.23 -0.12 -0.50
N 0.17 0.89 0.11 0.02
N -1.07 0.70 0.48 -0.03
C -1.15 -1.35 0.11 0.06
N 0.06 -1.36 -0.18 0.08
H 2.50 0.56 -0.15 0.12
H -1.60 1.57 0.37 0.09
H -1.84 -0.48 -0.27 0.08
```

E_tot in Eh: -317.369572
ΔE to the lowest compared entry with this formula, charge and spin in eV: 4.429



# 7
Here is 2 unconnected molecules or ions with the total composition C2H3N3O from OMol25. Energies are from ωB97M-V with the def2-TZVPD basis set.

XYZ file:
```
9
Properties=species:S:1:pos:R:3:lowdin_charge:R:1
C 1.73 1.81 0.67 0.00
C -0.88 -1.03 -0.17 -0.36
N 0.25 -0.74 -0.16 0.15
N 3.12 0.24 -0.31 0.15
N -2.17 -1.29 -0.18 0.10
O 2.37 1.04 0.05 -0.33
H 0.97 2.61 0.35 0.08
H -2.59 -1.69 0.63 0.10
H -2.79 -0.95 -0.88 0.10
```

E_tot in Eh: -317.208139
ΔE to the lowest compared entry with this formula, charge and spin in eV: 8.821



# 8
Here is C2H3N3O in the gas phase from OMol25. Energies are from ωB97M-V with the def2-TZVPD basis set.

XYZ file:
```
9
Properties=species:S:1:pos:R:3:lowdin_charge:R:1
O 1.23 0.45 -1.66 0.07
C 0.41 0.14 -0.63 -0.39
C -1.01 -0.14 -0.64 -0.07
N -1.29 -0.47 0.63 0.00
N -0.21 -0.28 1.32 -0.09
N 0.88 -0.02 0.60 0.11
H 2.13 0.56 -1.32 0.12
H -1.96 0.39 -0.56 0.11
H -0.17 -0.63 2.25 0.15
```

E_tot in Eh: -317.424262
ΔE to the lowest compared entry with this formula, charge and spin in eV: 2.940
SMILES: Oc1cn[nH]n1



# 9
Here is C2H3N3O in the gas phase from OMol25. Energies are from ωB97M-V with the def2-TZVPD basis set.

XYZ file:
```
9
Properties=species:S:1:pos:R:3:lowdin_charge:R:1
O 2.63 0.47 -0.17 -0.09
N 1.47 -0.01 -0.21 -0.21
C 0.34 0.45 0.25 -0.06
C -0.92 -0.35 -0.02 -0.27
N -2.19 0.33 0.43 0.07
N -2.12 0.19 -0.75 0.09
H 1.46 -1.09 -0.50 0.21
H 0.35 1.46 0.66 0.13
H -1.02 -1.44 0.29 0.13
```

E_tot in Eh: -317.343871
ΔE to the lowest compared entry with this formula, charge and spin in eV: 5.128
SMILES: [O-]/[NH+]=C/C1N=N1



# 10
Here is C2H3N3O2 in the gas phase from OMol25. Energies are from ωB97M-V with the def2-TZVPD basis set.

XYZ file:
```
10
Properties=species:S:1:pos:R:3:lowdin_charge:R:1
H 0.69 2.41 -0.32 0.15
N 1.11 1.37 -0.03 0.09
C 0.20 0.56 -0.17 -0.39
C -1.46 0.46 -0.12 0.00
N -1.84 -0.84 -0.17 0.08
O -0.65 -1.61 0.03 -0.08
N 0.41 -0.87 -0.32 -0.15
O 1.72 -1.49 -0.14 0.07
H -2.06 1.25 0.49 0.14
H 1.89 -1.23 0.76 0.09
```

E_tot in Eh: -392.499215
ΔE to the lowest compared entry with this formula, charge and spin in eV: 8.009
SMILES: [H]/N=c1\cnon1O



# 11
Here is C2H3N3O2 in the gas phase from OMol25. Energies are from ωB97M-V with the def2-TZVPD basis set.

XYZ file:
```
10
Properties=species:S:1:pos:R:3:lowdin_charge:R:1
N -2.44 0.93 0.45 0.19
C -1.41 0.65 -0.02 -0.15
C -0.04 0.33 -0.40 -0.30
N 0.89 0.91 0.56 0.06
N -0.08 -1.20 -0.34 -0.36
O 0.07 -1.65 0.80 0.07
O -0.05 -1.81 -1.39 0.10
H 0.33 0.67 -1.41 0.18
H 0.82 0.31 1.43 0.11
H 1.90 0.85 0.33 0.10
```

E_tot in Eh: -392.629855
ΔE to the lowest compared entry with this formula, charge and spin in eV: 4.454
SMILES: N#C[C@@H](N)[N+](=O)[O-]



# 12
Here is 2 unconnected molecules or ions with the total composition C2H3N3O2 from OMol25. Energies are from ωB97M-V with the def2-TZVPD basis set.

XYZ file:
```
10
Properties=species:S:1:pos:R:3:lowdin_charge:R:1
N -1.89 -0.04 -0.01 0.13
C -0.54 -0.16 -0.16 -0.51
N -0.12 -1.36 0.63 0.02
O 1.06 -1.54 0.63 0.01
C 3.21 0.50 0.10 -0.03
O 2.89 0.98 1.09 -0.01
N 0.31 0.53 -0.79 0.14
H -2.42 0.58 -0.61 0.10
H -2.38 -0.81 0.41 0.09
H -0.11 1.31 -1.29 0.06
```

E_tot in Eh: -392.663919
ΔE to the lowest compared entry with this formula, charge and spin in eV: 3.527



# 13
Here is C2H3N3O2 in the gas phase from OMol25. Energies are from ωB97M-V with the def2-TZVPD basis set.

XYZ file:
```
10
Properties=species:S:1:pos:R:3:lowdin_charge:R:1
N 0.08 -1.12 2.10 0.14
C 0.17 -0.62 0.83 -0.48
N 0.24 0.66 0.66 0.15
C -0.05 0.82 -0.75 -0.48
O 0.20 1.89 -1.51 0.05
N -0.42 -0.31 -1.37 0.16
O -0.24 -1.34 -0.28 -0.02
H 0.77 -0.76 2.73 0.10
H -0.38 -2.09 2.11 0.15
H -0.12 2.67 -0.77 0.23
```

E_tot in Eh: -392.690323
ΔE to the lowest compared entry with this formula, charge and spin in eV: 2.809
SMILES: Nc1nc(O)no1



# 14
Here is C2H3N3O2 in the gas phase from OMol25. Energies are from ωB97M-V with the def2-TZVPD basis set.

XYZ file:
```
10
Properties=species:S:1:pos:R:3:lowdin_charge:R:1
N 2.18 -0.31 0.28 0.07
N 0.74 -0.30 -0.32 -0.16
N 0.02 -1.44 -0.14 0.06
C -1.25 -1.13 0.00 -0.18
O -1.55 0.15 0.27 0.07
C -0.23 0.77 -0.14 -0.30
O -0.23 2.04 -0.09 0.04
H 1.81 0.42 1.11 0.15
H 2.86 0.19 -0.51 0.15
H -2.12 -1.65 0.05 0.10
```

E_tot in Eh: -392.616479
ΔE to the lowest compared entry with this formula, charge and spin in eV: 4.818
SMILES: Nn1ncoc1=O



# 15
Here is C2H3N3O2 in the gas phase from OMol25. Energies are from ωB97M-V with the def2-TZVPD basis set.

XYZ file:
```
10
Properties=species:S:1:pos:R:3:lowdin_charge:R:1
O 2.24 0.41 -0.11 -0.19
N 1.46 -0.88 0.14 0.09
C 0.27 -0.45 0.11 -0.37
C 0.00 0.99 0.06 -0.06
N -1.30 1.12 -0.03 0.04
N -2.04 -0.08 -0.07 0.03
O -0.93 -1.14 -0.13 -0.03
H 3.27 0.08 -0.16 0.17
H 0.42 2.06 0.25 0.17
H -2.67 -0.68 0.52 0.17
```

E_tot in Eh: -392.528216
ΔE to the lowest compared entry with this formula, charge and spin in eV: 7.220
SMILES: O/N=c1\cn[nH]o1



# 16
Here is 2 unconnected molecules or ions with the total composition C2H3N3O2S from OMol25. Energies are from ωB97M-V with the def2-TZVPD basis set.

XYZ file:
```
11
Properties=species:S:1:pos:R:3:lowdin_charge:R:1
N 1.25 -2.05 -2.73 0.20
C 0.24 -2.15 -2.09 -0.29
N -0.54 -2.53 -1.25 0.08
N -1.86 -3.05 -1.16 -0.48
O -2.05 -3.81 -0.29 0.12
O -2.61 -2.68 -2.01 0.09
H 1.87 -1.30 -3.03 0.10
C -2.84 -0.15 0.84 -0.54
S -1.30 -0.51 0.44 0.67
H -3.39 0.86 1.05 0.04
H -3.59 -0.98 0.67 0.01
```

E_tot in Eh: -790.715221
ΔE to the lowest compared entry with this formula, charge and spin in eV: 6.058
SMILES: N=C=N[N+](=O)[O-].C=S



# 17
Here is C2H3N3O3 in the gas phase from OMol25. Energies are from ωB97M-V with the def2-TZVPD basis set.

XYZ file:
```
11
Properties=species:S:1:pos:R:3:lowdin_charge:R:1
O -2.19 0.14 -0.14 -0.10
N -1.17 -0.90 -0.17 0.10
C -0.11 -0.16 -0.10 -0.33
C 0.09 1.28 0.09 -0.03
N 1.34 1.55 0.05 0.08
O 2.03 0.50 -0.30 -0.01
N 1.15 -0.54 -0.49 -0.13
O 1.68 -1.61 0.14 0.05
H -3.02 -0.33 -0.04 0.08
H -0.77 2.01 0.20 0.14
H 0.98 -1.93 0.78 0.14
```

E_tot in Eh: -467.752562
ΔE to the lowest compared entry with this formula, charge and spin in eV: 5.762
SMILES: O/N=c1\cnon1O



# 18
Here is C2H3N3O3 in the gas phase from OMol25. Energies are from ωB97M-V with the def2-TZVPD basis set.

XYZ file:
```
11
Properties=species:S:1:pos:R:3:lowdin_charge:R:1
N 1.18 -1.50 -1.45 0.01
N 0.01 -1.68 -0.75 0.04
C -0.36 -0.68 -0.12 -0.42
O -1.59 -0.54 0.48 0.03
N -1.63 0.74 1.04 0.15
C -0.50 1.27 0.74 -0.47
O -0.08 2.47 1.04 0.19
O 0.32 0.50 -0.01 0.17
H 1.50 -2.43 -1.73 0.09
H 1.86 -1.05 -0.88 0.07
H -0.71 2.88 1.64 0.14
```

E_tot in Eh: -467.909128
ΔE to the lowest compared entry with this formula, charge and spin in eV: 1.502
SMILES: N/N=c1/onc(O)o1



# 19
Here is C2H3N3O4 in the gas phase from OMol25. Energies are from ωB97M-V with the def2-TZVPD basis set.

XYZ file:
```
12
Properties=species:S:1:pos:R:3:lowdin_charge:R:1
N 0.87 -0.23 -2.86 0.21
C 0.92 -0.62 -1.79 -0.35
O 0.92 -1.05 -0.58 0.11
C -0.06 -0.53 0.25 -0.20
O -0.15 0.98 0.27 -0.12
N 0.81 1.52 1.13 0.03
N -1.48 -0.92 -0.07 -0.35
O -2.19 -0.85 0.89 0.12
O -1.70 -1.34 -1.18 0.14
H 0.11 -0.86 1.39 0.22
H 1.49 1.97 0.56 0.09
H 0.45 1.93 1.98 0.10
```

E_tot in Eh: -543.009923
ΔE to the lowest compared entry with this formula, charge and spin in eV: 4.272
SMILES: N#CO[C@@H](ON)[N+](=O)[O-]



# 20
Here is 2 unconnected molecules or ions with the total composition C2H3N3O4S from OMol25. Energies are from ωB97M-V with the def2-TZVPD basis set.

XYZ file:
```
13
Properties=species:S:1:pos:R:3:lowdin_charge:R:1
C -1.34 -1.10 1.18 -0.41
C 2.03 -0.30 -0.04 -0.11
N -2.03 -1.86 1.72 0.16
N -0.66 -0.15 0.64 -0.08
N -1.67 1.50 0.00 -0.24
O -1.12 2.34 0.62 0.20
O -2.65 1.25 -0.55 0.25
O 0.13 0.92 -1.43 -0.31
O 0.11 -1.52 -1.36 -0.28
S 0.39 -0.29 -0.69 0.59
H 1.99 0.38 0.78 0.06
H 2.25 -1.33 0.05 0.06
H 2.58 0.16 -0.92 0.10
```

E_tot in Eh: -941.199344
ΔE to the lowest compared entry with this formula, charge and spin in eV: 2.726